1.
Here is C6H9F6NO8S3 as an isolated structure from OMol25. Energies are from ωB97M-V with the def2-TZVPD basis set.

The calculation puts the gap between HOMO and LUMO at 0.3222 Eh. As for the total charge: 0. Its LUMO energy is -0.77 eV.

Geometry as XYZ:
```
33
C6H9F6NO8S3 | OMol25 | ωB97M-V with the def2-TZVPD basis set
C -2.263 0.373 -3.127
C -1.661 -0.975 -3.338
O -1.080 -1.372 -4.286
O -1.869 -1.889 -2.269
C -1.143 -1.663 -1.113
S -0.479 -3.317 -0.649
C 0.758 -2.822 0.668
O 1.770 -3.753 0.751
O 2.978 -3.109 0.315
H -1.480 1.042 -2.757
H -2.626 0.743 -4.086
H -3.054 0.357 -2.381
H -0.302 -0.979 -1.224
H -1.735 -1.357 -0.250
H 0.341 -3.536 -1.692
H 0.159 -2.768 1.577
H 1.119 -1.827 0.408
H 3.284 -3.733 -0.360
C 2.686 3.416 1.688
F 3.938 3.509 1.239
F 2.710 3.307 3.013
F 2.025 4.521 1.356
S 1.916 1.929 0.916
O 2.664 0.798 1.387
O 1.893 2.176 -0.497
N 0.483 2.068 1.606
S -0.602 1.005 1.302
O -0.333 -0.312 1.846
O -1.118 1.006 -0.052
C -1.977 1.681 2.321
F -2.326 2.894 1.910
F -1.649 1.725 3.605
F -3.027 0.860 2.172
```

Mulliken population analysis, charges in e, atoms 1 to 6: C -0.78; C 0.62; O -0.48; O -0.35; C -0.29; S -0.03



2.
Here is C5H11O4Pm as an isolated structure at a distorted geometry from OMol25. Energies are from ωB97M-V with the def2-TZVPD basis set.

The calculation puts the gap between HOMO and LUMO (alpha / beta) at 0.1997 / 0.2108 Eh. As for the energy relative to the best compared isomer or geometry (same formula, charge and spin): 0.0 kJ/mol. As for the total charge: 0. Its LUMO energy (alpha / beta) is 0.00 / 0.09 eV. The multiplicity is 5.

Geometry as XYZ:
```
21
C5H11O4Pm | OMol25 | ωB97M-V with the def2-TZVPD basis set
O 0.601 2.954 -3.831
C 1.272 2.715 -2.797
C 0.929 1.684 -1.862
O -0.089 0.841 -2.338
C 0.360 -0.401 -2.872
C -0.631 -0.871 -3.902
O -0.745 0.143 -4.885
C -1.448 -0.264 -6.045
Pm -1.637 2.374 -3.878
H 2.153 3.338 -2.557
H 0.684 2.151 -0.432
H 0.450 -1.145 -2.066
H 1.347 -0.263 -3.338
H -1.619 -1.064 -3.449
H -0.267 -1.805 -4.358
H -1.582 0.622 -6.675
H -0.867 -1.023 -6.589
H -2.434 -0.678 -5.778
H 1.807 1.145 -1.460
O 0.698 2.440 1.051
H 1.120 3.270 1.289
```

Mulliken population analysis, charges in e, atoms 1 to 6: O -0.66; C 0.25; C -0.56; O -0.33; C -0.50; C -0.49



3.
Here is C10H20Cl10F8Mg2N4O16S8 as an isolated structure at a distorted geometry from OMol25. Energies are from ωB97M-V with the def2-TZVPD basis set.

The calculation puts the gap between HOMO and LUMO at 0.2852 Eh. As for the energy relative to the best compared isomer or geometry (same formula, charge and spin): 989.9 kJ/mol. As for the total charge: 0. Its LUMO energy is -2.30 eV.

Geometry as XYZ:
```
78
C10H20Cl10F8Mg2N4O16S8 | OMol25 | ωB97M-V with the def2-TZVPD basis set
Mg 1.104 -0.858 -1.744
Mg -2.854 1.009 -1.997
N -1.703 1.817 -3.118
S 0.047 2.083 -3.076
O 0.661 3.022 -3.977
O 0.811 0.894 -2.575
F 0.109 2.943 -1.724
S -1.879 2.389 -4.492
O -0.992 1.915 -5.570
O -2.575 3.694 -4.501
F -3.136 1.403 -4.701
N 0.287 -0.694 -0.127
S -0.713 0.455 0.602
O -0.814 0.708 2.058
O -1.802 0.831 -0.262
F 0.426 1.575 0.288
S 0.435 -1.447 1.255
O -0.635 -2.397 1.549
O 1.299 -0.931 2.290
F 1.494 -2.493 0.612
N 2.013 -2.096 -2.743
S 3.265 -1.846 -3.959
O 3.012 -2.452 -5.251
O 4.620 -1.580 -3.458
F 2.666 -0.459 -4.195
S 2.229 -3.692 -2.864
O 3.484 -4.230 -2.385
O 1.578 -4.361 -3.954
F 1.221 -4.096 -1.645
N -3.128 -0.758 -2.268
S -1.996 -1.917 -2.927
O -2.345 -3.271 -3.351
O -0.607 -1.725 -2.436
F -1.750 -1.191 -4.411
S -4.237 -1.887 -2.045
O -3.946 -2.942 -1.066
O -5.199 -2.157 -3.132
F -5.200 -0.868 -1.157
Cl 0.490 -7.565 1.552
C 1.425 -6.090 1.911
C 2.862 -6.272 1.426
Cl 2.944 -6.749 -0.249
H 1.351 -5.941 2.988
H 0.918 -5.228 1.477
H 3.182 -7.066 2.100
H 3.400 -5.343 1.612
Cl 1.915 2.605 3.130
C 1.657 1.859 4.710
C 2.841 0.985 5.204
Cl 2.631 0.657 6.903
H 0.673 1.395 4.650
H 1.502 2.652 5.442
H 3.715 1.636 5.196
H 2.870 0.098 4.572
Cl 5.339 -1.033 1.911
C 4.677 0.596 1.522
C 4.704 0.786 0.032
Cl 3.332 0.063 -0.712
H 5.470 1.228 1.920
H 3.654 0.759 1.861
H 5.568 0.244 -0.352
H 4.832 1.828 -0.258
Cl -1.753 1.928 6.080
C -2.404 2.048 4.452
C -3.438 3.159 4.432
Cl -3.887 3.733 2.772
H -2.558 1.066 4.003
H -1.512 2.446 3.968
H -3.090 4.059 4.939
H -4.420 3.049 4.893
Cl -4.672 6.821 -2.053
C -3.882 5.181 -2.091
C -4.617 4.344 -0.924
Cl -4.106 2.620 -0.819
H -2.874 5.438 -1.767
H -4.004 4.638 -3.028
H -5.702 4.274 -0.996
H -4.285 4.702 0.051
```

Mulliken population analysis, charges in e, atoms 1 to 6: Mg 2.43; Mg 0.49; N 0.40; S 0.25; O -0.42; O -0.58



- Which formula does entry 1 have?
  C6H9F6NO8S3